DFT (ωB97M-V with the def2-TZVPD basis set) results for 9 unconnected molecules or ions with the total composition C5H25NO10 in a non-equilibrium geometry.

Last column: natural (NBO) charge in e.
CARTESIAN COORDINATES (ANGSTROEM)
O 1.379 -4.220 1.244  -0.929
O -2.330 1.468 0.209  -0.658
O -3.251 -2.979 1.284  -0.929
O -0.437 2.322 -2.396  -0.959
O -1.600 -1.292 -3.777  -0.945
O 1.660 -0.595 -3.655  -0.935
O 0.480 -0.638 4.723  -0.519
O 2.087 2.795 0.791  -0.993
O 2.338 2.692 -1.965  -0.952
O -1.496 4.490 0.296  -0.933
N -0.323 0.731 0.893  -0.636
C 0.645 -0.298 1.277  -0.042
C 0.076 -0.295 3.638  0.442
C 1.020 -1.380 0.203  -0.620
C -0.041 -1.097 2.411  -0.539
C -1.634 0.524 0.532  0.525
H 0.930 -0.952 -4.193  0.466
H -1.711 -2.066 -3.219  0.476
H 1.523 0.312 1.584  0.236
H -0.938 -0.748 -3.347  0.471
H 2.314 2.746 -0.167  0.491
H 2.324 -1.143 -4.096  0.468
H -1.027 2.153 -3.145  0.480
H -0.326 0.732 3.539  0.102
H 1.832 -1.165 -0.482  0.214
H -1.124 2.597 -1.770  0.487
H 1.368 2.826 -2.012  0.503
H 1.461 -2.215 0.753  0.234
H 0.099 -1.525 -0.354  0.205
H -2.354 4.332 -0.125  0.462
H -4.071 -2.469 1.195  0.466
H 2.318 -4.100 1.060  0.465
H -1.289 3.547 0.411  0.468
H 0.055 1.659 1.005  0.429
H 1.299 -5.116 0.898  0.472
H -3.340 -3.097 2.254  0.468
H -2.005 -0.499 0.724  0.138
H 0.355 -2.108 2.501  0.243
H 2.294 1.720 -1.884  0.473
H -1.103 -1.267 2.180  0.232
H 2.543 3.621 0.981  0.474

Summary:
total charge = 0
HOMO energy = -9.36 eV
HOMO-LUMO gap = 9.45 eV
total energy = -27554.94757 eV
molecular weight = 259.252 g mol⁻¹
SMILES = C[C@H](CC=O)NC=O.O.O.O.O.O.O.O.O
energy above the lowest of the compared OMol25 structures with the same formula, charge and spin = 256.2 kJ/mol

=====

DFT (ωB97M-V with the def2-TZVPD basis set) results for 8 unconnected molecules or ions with the total composition C5H25NO7 in a non-equilibrium geometry.

Last column: natural (NBO) charge in e.
CARTESIAN COORDINATES (ANGSTROEM)
O 0.091 -1.379 -2.938  -0.943
O -2.544 -1.198 -1.911  -1.021
O 0.637 1.266 -2.645  -1.023
O -1.706 -0.428 3.587  -0.915
O -1.835 1.734 -1.665  -1.004
O -1.031 2.632 2.255  -0.939
O 2.788 1.253 -0.939  -0.936
N 0.920 -1.908 0.058  -0.641
C 1.969 0.712 2.715  -0.627
C -0.286 -2.477 -0.474  -0.428
C 0.723 -0.603 0.783  0.170
C -0.300 0.204 0.116  -0.743
C 1.583 -0.438 1.775  -0.278
H -0.782 -1.767 -1.080  0.199
H -3.428 -1.520 -1.719  0.501
H 2.510 0.323 -0.772  0.480
H -0.023 -3.428 -1.070  0.190
H -0.917 1.757 -1.987  0.518
H -0.134 1.265 0.426  0.248
H -1.775 2.676 2.887  0.484
H -1.993 2.256 -0.900  0.481
H 0.407 0.370 -3.083  0.509
H -0.755 -1.440 -2.514  0.504
H 0.721 -1.866 -2.658  0.467
H -1.260 -0.282 0.204  0.246
H -0.988 -0.619 4.087  0.455
H 2.853 1.157 2.561  0.212
H 2.945 1.447 -0.008  0.479
H -2.357 -0.216 -1.719  0.530
H -0.985 -3.029 0.177  0.178
H -0.489 1.901 2.529  0.457
H 1.498 1.143 -2.132  0.501
H -0.162 0.018 -0.949  0.272
H 2.142 -1.441 2.121  0.186
H 1.835 0.291 3.772  0.219
H 1.308 -2.605 0.642  0.363
H -1.202 -0.009 2.773  0.460
H 1.267 1.541 2.553  0.188

Summary:
total charge = 0
HOMO energy = -8.78 eV
HOMO-LUMO gap = 9.08 eV
total energy = -21410.07176 eV
molecular weight = 211.255 g mol⁻¹
SMILES = C/C=C(\C)NC.O.O.O.O.O.O.O
energy above the lowest of the compared OMol25 structures with the same formula, charge and spin = 334.9 kJ/mol

=====

DFT (ωB97M-V with the def2-TZVPD basis set) results for 8 unconnected molecules or ions with the total composition C5H26N2O7 in a non-equilibrium geometry.

Last column: natural (NBO) charge in e.
CARTESIAN COORDINATES (ANGSTROEM)
O 1.381 0.315 1.748  -0.994
O 3.013 -2.671 0.385  -0.928
O 2.926 1.660 -0.123  -0.981
O -2.239 1.577 1.644  -1.003
O -2.117 -1.044 2.217  -0.969
O 2.466 -0.393 -1.745  -0.954
O 0.202 -1.616 3.329  -0.960
N -0.027 2.696 -0.066  -0.924
N -0.941 1.661 -2.164  -0.468
C -0.806 2.620 -1.333  0.298
C -1.436 -1.901 -1.161  -0.394
C -0.338 0.392 -2.073  -0.273
C -0.931 -0.433 -0.867  -0.413
C -2.481 -1.978 -2.186  -0.632
H 1.773 0.357 0.852  0.511
H 2.563 0.089 -0.908  0.471
H -1.238 -1.231 2.474  0.497
H -0.672 -0.175 -3.061  0.189
H 2.408 2.299 -0.660  0.510
H 0.690 0.380 -1.902  0.233
H -0.648 -2.673 -1.426  0.193
H -3.025 1.921 1.450  0.460
H 3.186 -2.082 1.031  0.459
H -1.848 -2.294 -0.188  0.182
H 2.066 -2.733 0.365  0.472
H 2.985 -1.145 -1.647  0.479
H 0.933 -1.123 2.817  0.511
H -1.271 3.691 -1.378  0.156
H 3.599 2.265 0.261  0.493
H -3.446 -2.248 -1.668  0.204
H 0.074 -1.171 4.076  0.464
H -0.301 3.232 0.730  0.390
H -1.729 0.052 -0.276  0.229
H -2.268 0.590 1.850  0.511
H -2.205 -2.760 -2.895  0.215
H -2.712 -0.976 -2.621  0.217
H -0.051 -0.639 -0.058  0.181
H -2.451 -1.855 1.880  0.478
H -0.170 1.750 0.357  0.391
H 1.427 1.152 2.231  0.496

Summary:
total charge = 0
HOMO energy = -8.75 eV
HOMO-LUMO gap = 8.77 eV
total energy = -22917.18167 eV
molecular weight = 226.270 g mol⁻¹
SMILES = CCCC/N=C\N.O.O.O.O.O.O.O
energy above the lowest of the compared OMol25 structures with the same formula, charge and spin = 341.8 kJ/mol

=====

DFT (ωB97M-V with the def2-TZVPD basis set) results for 9 unconnected molecules or ions with the total composition C5H26NO10 in a non-equilibrium geometry.

Last column: natural (NBO) charge in e.
CARTESIAN COORDINATES (ANGSTROEM)
O 0.142 -0.822 -0.823  -0.854
O -1.052 -3.507 -1.669  -0.570
O 1.133 -2.960 0.500  -0.984
O 2.450 -0.041 -0.834  -1.200
O 0.957 -0.176 -3.549  -0.985
O 0.821 2.284 -1.210  -0.968
O 2.373 1.642 0.919  -0.998
O -0.445 3.700 0.894  -0.944
O 3.618 -1.988 0.764  -1.002
O 1.861 0.470 3.271  -0.990
N -2.492 -1.757 -1.091  -0.662
C -2.101 -0.701 -0.105  -0.067
C -3.209 0.394 0.107  -0.409
C -1.799 -2.999 -0.887  0.573
C -3.047 0.933 1.518  -0.614
C -0.892 0.084 -0.647  -0.036
H 1.153 -0.409 -0.745  0.514
H 0.981 3.129 -0.764  0.461
H 3.133 -0.562 -1.278  0.477
H 1.923 1.291 3.764  0.453
H -0.141 2.843 0.575  0.476
H -0.701 0.856 0.120  0.145
H 0.766 -0.868 -2.910  0.500
H 0.835 -2.094 0.123  0.493
H 3.230 -2.553 1.428  0.488
H 1.735 1.934 -1.293  0.511
H -1.238 0.524 -1.602  0.168
H -2.321 -3.481 -0.054  0.099
H -2.835 0.191 2.303  0.203
H -1.975 -1.289 0.807  0.193
H -4.213 0.055 -0.113  0.204
H 3.180 -1.136 0.577  0.492
H 1.586 0.481 -3.250  0.480
H -3.915 1.524 1.695  0.205
H 2.134 0.707 2.327  0.489
H -2.055 1.465 1.576  0.212
H -2.191 -1.424 -2.027  0.366
H 1.408 1.528 0.819  0.451
H 0.364 4.130 1.194  0.465
H 1.266 -3.381 -0.359  0.463
H 2.535 0.711 0.487  0.503
H -2.962 1.274 -0.559  0.198

Summary:
total charge = -1
HOMO energy = -6.28 eV
HOMO-LUMO gap = 9.11 eV
total energy = -27572.83241 eV
molecular weight = 260.260 g mol⁻¹
energy above the lowest of the compared OMol25 structures with the same formula, charge and spin = 339.1 kJ/mol

=====

DFT (ωB97M-V with the def2-TZVPD basis set) results for 8 unconnected molecules or ions with the total composition C5H26NO9 in a non-equilibrium geometry.

Last column: natural (NBO) charge in e.
CARTESIAN COORDINATES (ANGSTROEM)
O 1.637 -2.787 1.104  -1.001
O -2.308 -1.485 -0.998  -1.042
O 0.593 -2.472 -1.926  -0.963
O -1.092 -2.112 2.168  -1.015
O -4.225 0.398 0.263  -0.767
O 3.496 -0.797 -0.622  -0.993
O 3.199 2.030 0.782  -0.947
O -0.182 -1.044 0.116  -1.013
O 2.363 -0.930 3.334  -0.950
N 1.110 1.450 -1.807  -0.869
C -2.655 2.003 -0.801  -0.462
C 0.381 0.338 0.168  -0.068
C -3.171 1.308 0.500  -0.040
C -0.119 0.962 -1.172  -0.092
C -1.113 2.158 -0.880  -0.410
H 0.431 -2.530 -0.968  0.485
H -4.018 -0.382 -0.311  0.508
H 1.464 0.238 0.025  0.173
H 2.306 -1.195 2.402  0.487
H -0.010 0.787 1.127  0.172
H 1.844 1.736 -1.156  0.372
H -0.462 0.147 -1.791  0.208
H -2.124 -2.425 -0.833  0.462
H -0.844 -1.297 2.618  0.437
H 4.021 -1.594 -0.555  0.495
H -2.968 1.331 -1.571  0.216
H 1.408 -0.964 3.532  0.462
H -0.767 2.641 0.084  0.195
H 1.221 -3.517 0.644  0.461
H -2.377 0.869 1.094  0.163
H 3.739 1.345 0.319  0.493
H 0.956 2.302 -2.323  0.345
H 3.714 2.835 0.690  0.458
H -0.804 3.007 -1.523  0.190
H -0.764 -1.945 1.187  0.508
H -3.429 2.782 -0.818  0.213
H -3.735 2.014 1.106  0.156
H 1.179 -1.966 0.749  0.503
H -1.470 -1.007 -0.650  0.505
H 2.846 -0.713 -1.320  0.501
H 0.729 -1.520 -1.988  0.463

Summary:
total charge = -1
HOMO energy = -5.41 eV
HOMO-LUMO gap = 8.16 eV
total energy = -25524.12021 eV
molecular weight = 244.261 g mol⁻¹
energy above the lowest of the compared OMol25 structures with the same formula, charge and spin = 259.9 kJ/mol